Computed, not measured: one molecule with the formula C4H8N4 at a distorted geometry, with ωB97M-V/def2-TZVPD.

Its gap between HOMO and LUMO is 8.499 eV. For the energy relative to the best compared isomer or geometry (same formula, charge and spin), the calculation gives 5.451 eV. As for the structure (SMILES): C=c1[nH][nH][nH][nH]c1=C.

```
16
Properties=species:S:1:pos:R:3:forces:R:3
C 1.49775 -0.77589 -1.39166 0.6 -0.2 -2.7
C 0.70739 -0.07268 -0.58570 -0.3 0.5 1.0
N 0.95093 1.22846 -0.14735 0.9 -0.3 -1.3
N -0.17733 2.00705 0.38889 3.3 1.8 -1.6
N -0.50031 1.26099 1.55766 -1.1 -0.4 0.7
N -1.17800 0.14216 0.93766 -1.1 0.3 0.9
C -0.45172 -0.68790 0.15420 0.3 -0.1 -0.9
C -0.95512 -1.88807 -0.08086 0.3 -2.2 0.2
H 2.18104 -0.44376 -2.26606 -0.9 0.1 2.2
H 1.21217 -1.80203 -1.54981 0.1 -0.2 0.2
H 1.63504 1.75550 -0.73114 -1.2 -0.4 0.7
H 0.50762 2.80390 0.63113 -2.2 -0.9 0.7
H -1.30424 1.78484 1.90019 0.1 0.1 0.4
H -1.99005 -0.33534 1.36948 1.0 1.1 0.1
H -1.66205 -2.41925 0.58179 0.1 0.8 -0.4
H -0.47311 -2.55798 -0.76843 0.0 0.0 -0.3
```
Positions in Å, forces in eV/Å.



Computed, not measured: one molecule with the formula C4H8N4 at a distorted geometry, with ωB97M-V/def2-TZVPD.

Its gap between HOMO and LUMO is 7.085 eV. For the energy relative to the best compared isomer or geometry (same formula, charge and spin), the calculation gives 2.168 eV. As for the structure (SMILES): CNc1nc[nH]c1N.

```
16
Properties=species:S:1:pos:R:3:forces:R:3
C -1.07229 -1.65487 -0.63974 -2.7 -1.4 -0.2
N -1.27322 -0.22280 -0.87796 -2.1 -1.1 -1.6
C -0.12908 0.50893 -0.90862 3.3 1.6 5.6
N 0.14273 1.57979 -1.60490 1.3 2.2 0.0
C 1.08959 2.36304 -0.98267 -1.7 -3.0 -0.8
N 1.55982 1.70697 0.14990 -1.4 0.5 -0.7
C 0.75358 0.66542 0.42134 -1.0 -0.5 -3.3
N 1.07689 -0.15624 1.48597 0.4 0.0 0.8
H -1.95611 -2.12463 -0.10441 1.0 1.1 0.5
H -1.16026 -2.39110 -1.46639 0.9 1.0 -0.6
H -0.14730 -1.83156 -0.11482 0.1 0.0 0.1
H -2.04517 0.10990 -1.53734 1.8 -1.0 1.3
H 1.59586 3.09079 -1.52798 0.8 1.2 -0.3
H 2.17700 2.07611 0.85075 0.3 0.2 -0.2
H 1.53805 0.28787 2.31265 -1.0 -0.7 -1.2
H 0.34715 -0.81504 1.68657 -0.1 0.0 0.6
```
Positions in Å, forces in eV/Å.



Computed, not measured: C4H8N4 as an isolated structure at a distorted geometry, with ωB97M-V/def2-TZVPD.

Its gap between HOMO and LUMO (alpha / beta) is 7.014 / 7.012 eV. For the energy relative to the best compared isomer or geometry (same formula, charge and spin), the calculation gives 5.568 eV.

```
16
Properties=species:S:1:pos:R:3:forces:R:3
C -1.31343 -0.69751 1.27383 0.2 -0.2 0.0
N -0.56718 -0.91237 0.02496 1.8 1.9 -0.4
C -0.66459 0.32314 -1.07087 1.5 0.3 -0.4
N -1.22154 0.28063 -2.13145 -0.2 -0.2 0.5
H -0.88347 -1.73566 -0.48449 0.4 -0.2 0.0
H -0.94618 0.21608 1.73980 0.0 -0.1 0.1
H -1.20345 -1.56962 1.92055 0.0 0.2 0.2
H -2.37712 -0.55220 1.06749 0.1 0.0 -0.2
C 0.44701 1.34917 -0.65216 -2.2 0.9 0.1
C 1.28231 -0.60954 0.13927 -1.5 -3.0 0.3
N 0.23441 2.08447 0.38647 0.4 -0.5 -0.7
N 2.08254 -1.09464 -0.66827 -0.6 1.3 0.3
H 0.80466 2.93215 0.36575 0.2 -0.2 0.1
H 1.75676 -1.29369 -1.61239 -0.2 -0.3 0.1
H 1.12162 1.61073 -1.47540 0.0 0.0 0.2
H 1.44766 -0.33114 1.17691 -0.1 0.2 -0.2
```
Positions in Å, forces in eV/Å.